Density functional theory data (wB97M-V/def2-TZVPD) for the molecule C14H14ClNO2 in a non-equilibrium geometry.

Summary:
SMILES	Cc1occc1C(=O)NCCc1cccc(Cl)c1
ΔE to the lowest compared entry with this formula, charge and spin	24.8	kJ/mol
frontier orbital gap	9.373	eV
total charge	0

```
32
C14H14ClNO2 | OMol25 | wB97M-V/def2-TZVPD
C -0.954 -2.666 -1.029
C -1.910 -1.660 -0.510
O -3.022 -2.078 0.120
C -3.711 -0.985 0.503
C -3.054 0.145 0.144
C -1.868 -0.285 -0.526
C -0.772 0.522 -1.085
O 0.051 0.079 -1.864
N -0.759 1.821 -0.673
C 0.415 2.636 -0.863
C 1.355 2.559 0.358
C 1.669 1.118 0.640
C 0.882 0.381 1.516
C 1.096 -0.975 1.687
C 2.102 -1.617 0.989
C 2.894 -0.878 0.125
Cl 4.159 -1.665 -0.749
C 2.685 0.477 -0.056
H -0.088 -2.150 -1.433
H -0.649 -3.344 -0.234
H -1.420 -3.256 -1.817
H -4.639 -1.146 1.014
H -3.390 1.149 0.307
H -1.379 2.088 0.076
H 0.925 2.241 -1.744
H 0.115 3.671 -1.046
H 0.864 3.013 1.222
H 2.263 3.119 0.137
H 0.092 0.869 2.069
H 0.471 -1.538 2.363
H 2.273 -2.675 1.108
H 3.302 1.029 -0.749
```

Atom charges from the Löwdin analysis, given in e for atoms 1 to 4: atom 1 (C): 0.015, atom 2 (C): -0.248, atom 3 (O): 0.063, atom 4 (C): -0.108

---

Density functional theory data (wB97M-V/def2-TZVPD) for a structure of composition C14H14CuNO3S.

Summary:
frontier orbital gap	7.195	eV
total charge	0

```
34
C14H14CuNO3S | OMol25 | wB97M-V/def2-TZVPD
Cu 1.668 -1.140 0.829
C -3.177 3.633 0.550
O -3.802 2.368 0.705
C -2.999 1.279 0.770
C -3.678 0.049 0.928
C -2.940 -1.086 1.044
C -1.518 -1.114 0.995
C -0.862 -2.381 1.242
C -1.702 -3.612 1.529
O 0.368 -2.571 1.265
C -0.837 0.133 0.754
O 0.426 0.282 0.577
C -1.633 1.321 0.691
H -3.978 4.365 0.512
H -2.600 3.675 -0.376
H -2.520 3.853 1.394
H -4.760 0.038 0.962
H -3.473 -2.017 1.180
H -2.329 -3.468 2.409
H -1.024 -4.443 1.703
H -2.354 -3.852 0.687
H -1.084 2.243 0.563
S 3.824 -1.622 0.719
C 3.730 -0.566 -0.617
N 3.800 -1.077 -1.875
C 3.781 -0.344 -3.023
C 3.721 1.004 -2.964
C 3.672 1.609 -1.684
C 3.669 0.856 -0.552
H 3.859 -2.086 -1.920
H 3.813 -0.903 -3.946
H 3.708 1.589 -3.870
H 3.631 2.689 -1.608
H 3.599 1.300 0.430
```

Atom charges from the Löwdin analysis, given in e for atoms 1 to 4: atom 1 (Cu): 0.194, atom 2 (C): -0.082, atom 3 (O): -0.075, atom 4 (C): -0.289

---

Density functional theory data (wB97M-V/def2-TZVPD) for a structure of composition C14H14FeI2O4SSc in a non-equilibrium geometry.

Summary:
ΔE to the lowest compared entry with this formula, charge and spin	0.0	kJ/mol
spin multiplicity	6
frontier orbital gap (alpha / beta)	5.861 / 4.613	eV
total charge	+4

```
37
C14H14FeI2O4SSc | OMol25 | wB97M-V/def2-TZVPD
I -0.441 3.167 -1.338
I -2.300 -1.946 -0.009
Sc 0.357 0.658 1.950
Fe -0.501 0.712 -0.368
S -1.417 -0.777 -1.652
C 1.838 0.901 0.028
C 2.467 1.381 1.319
C -0.102 -1.549 -2.810
C -1.046 -2.536 -3.452
C 1.082 -2.135 -2.083
C 0.341 -0.383 -3.684
C 1.630 -0.109 3.678
C 1.605 -1.567 1.461
O 3.417 2.006 1.716
O 2.519 0.780 -0.995
O 2.176 -0.531 4.610
O 2.410 -2.364 1.247
H -0.538 -3.049 -4.251
H -1.907 -2.000 -3.840
H -1.396 -3.254 -2.707
H 1.649 -2.688 -2.849
H 0.789 -2.817 -1.275
H 1.745 -1.355 -1.665
H 0.855 -0.823 -4.542
H 1.055 0.290 -3.171
H -0.499 0.227 -4.044
C -1.546 1.658 3.771
C -0.679 2.634 3.252
C -0.425 2.701 1.881
C -1.163 1.853 0.994
C -2.177 1.043 1.505
C -2.283 0.846 2.880
H -1.673 1.559 4.880
H -0.229 3.371 3.910
H 0.305 3.391 1.486
H -2.925 0.578 0.871
H -2.994 0.127 3.296
```

Atom charges from the Löwdin analysis, given in e for atoms 1 to 4: atom 1 (I): 1.110, atom 2 (I): 1.156, atom 3 (Sc): 0.741, atom 4 (Fe): 0.036

---

Density functional theory data (wB97M-V/def2-TZVPD) for a structure of composition C14H14I2N4O3V in a non-equilibrium geometry.

Summary:
spin multiplicity	2
frontier orbital gap (alpha / beta)	6.430 / 4.916	eV
total charge	0

```
38
C14H14I2N4O3V | OMol25 | wB97M-V/def2-TZVPD
V 0.005 -0.920 1.304
I 2.805 3.511 -4.181
C 2.365 2.036 -2.744
C 2.480 0.696 -3.085
C 2.165 -0.260 -2.142
I 2.266 -2.304 -2.594
C 1.731 0.070 -0.839
O 1.434 -0.856 0.036
C 1.644 1.446 -0.532
C 1.241 1.830 0.863
N -0.076 1.250 1.237
C -1.166 1.662 0.325
C -1.656 0.495 -0.490
C -2.457 0.667 -1.598
C -2.971 -0.446 -2.256
C -2.632 -1.704 -1.774
C -1.795 -1.813 -0.686
N -1.309 -0.730 -0.027
C 1.953 2.411 -1.479
H 2.811 0.405 -4.072
H 1.224 2.921 0.951
H 1.977 1.440 1.574
H -0.298 1.588 2.165
H -0.829 2.456 -0.344
H -2.002 2.060 0.907
H -2.683 1.669 -1.940
H -3.613 -0.330 -3.118
H -3.007 -2.599 -2.250
H -1.477 -2.772 -0.300
H 1.873 3.459 -1.218
N -0.057 -0.933 3.633
N -0.251 -2.306 3.926
C 0.006 -3.269 2.896
O 0.158 -4.415 3.256
O -0.009 -2.792 1.701
H 0.851 -0.610 3.956
H -0.770 -0.398 4.108
H 0.069 -2.615 4.830
```

Atom charges from the Löwdin analysis, given in e for atoms 1 to 4: atom 1 (V): 0.915, atom 2 (I): 0.825, atom 3 (C): -0.729, atom 4 (C): -0.224

---

Density functional theory data (wB97M-V/def2-TZVPD) for a structure of composition C14H14IIrN2O9P2Te4.

Summary:
ΔE to the lowest compared entry with this formula, charge and spin	0.0	kJ/mol
spin multiplicity	2
frontier orbital gap (alpha / beta)	6.284 / 4.793	eV
total charge	-1

```
47
C14H14IIrN2O9P2Te4 | OMol25 | wB97M-V/def2-TZVPD
Ir 0.081 -1.424 -0.496
C -2.251 -2.325 3.346
C -1.769 -0.914 3.220
N -2.226 0.000 4.036
C -1.786 1.272 3.913
C -0.880 1.675 2.970
C -0.343 3.086 3.049
O -0.130 3.742 1.810
C -0.423 0.720 2.028
C 0.557 1.090 1.043
N 0.869 0.380 0.013
C 2.013 0.783 -0.737
C 2.172 2.085 -1.192
C 3.307 2.437 -1.906
C 4.289 1.494 -2.172
C 4.140 0.190 -1.719
C 3.006 -0.155 -1.008
I 2.731 -2.101 -0.297
C -0.842 -0.618 2.163
O -0.419 -1.623 1.463
H -2.981 -2.386 4.150
H -1.419 -3.002 3.546
H -2.695 -2.656 2.405
H -2.189 1.984 4.625
H 0.635 3.073 3.538
H -1.010 3.667 3.692
H -0.978 4.006 1.434
H 1.116 2.003 1.207
H 1.385 2.806 -1.010
H 3.412 3.450 -2.271
H 5.168 1.765 -2.742
H 4.895 -0.555 -1.929
O -0.440 -1.366 -4.805
P 0.106 -2.275 -3.597
O 1.098 -3.254 -4.072
O 0.507 -1.256 -2.525
O -1.294 -2.989 -3.149
P -1.509 -3.711 -1.728
O -1.451 -5.257 -2.151
O -0.218 -3.433 -0.946
O -2.789 -3.338 -1.098
H -0.171 -1.777 -5.633
H -0.989 -5.771 -1.481
Te -3.422 3.248 -0.633
Te -2.998 5.769 -1.160
Te -2.320 -0.494 -1.098
Te -1.543 1.954 -2.094
```

Atom charges from the Löwdin analysis, given in e for atoms 1 to 4: atom 1 (Ir): 0.814, atom 2 (C): -0.022, atom 3 (C): -0.262, atom 4 (N): 0.112

---

Density functional theory data (wB97M-V/def2-TZVPD) for the ion C14H14N with charge +1 in a non-equilibrium geometry.

Summary:
SMILES	[NH2+]=C(Cc1ccccc1)c1ccccc1
ΔE to the lowest compared entry with this formula, charge and spin	0.0	kJ/mol
frontier orbital gap	7.798	eV
total charge	+1

```
29
C14H14N | OMol25 | wB97M-V/def2-TZVPD
N -1.697 0.615 -0.080
C -0.618 -0.015 -0.535
C 0.668 0.028 0.243
C 0.829 0.648 1.611
C -0.196 0.595 2.580
C -0.055 1.084 3.864
C 1.048 1.799 4.239
C 2.062 1.964 3.330
C 1.985 1.345 2.041
C -0.572 -0.736 -1.749
C 0.117 -1.951 -1.923
C -0.059 -2.681 -3.109
C -0.754 -2.111 -4.220
C -1.383 -0.853 -4.066
C -1.263 -0.200 -2.865
H -1.688 1.166 0.784
H -2.636 0.511 -0.480
H 1.364 0.455 -0.343
H 1.049 -1.062 0.504
H -1.041 -0.027 2.517
H -0.850 1.101 4.638
H 1.266 2.244 5.124
H 2.853 2.489 3.581
H 2.867 1.429 1.264
H 0.633 -2.194 -1.051
H 0.475 -3.584 -3.383
H -0.866 -2.666 -5.178
H -1.907 -0.447 -4.949
H -1.706 0.783 -2.874
```

Atom charges from the Löwdin analysis, given in e for atoms 1 to 4: atom 1 (N): 0.268, atom 2 (C): -0.148, atom 3 (C): -0.054, atom 4 (C): -0.220